Molecular formula: C9H19N3O2
Method: DFT, ωB97M-V with the def2-TZVPD basis set

Highest occupied orbital energy: -7.69 eV
F_max: 4.49 eV Å⁻¹
Orbital gap: 8.30 eV
Multiplicity: 1
Total charge: 0
ΔE to the lowest compared entry with this formula, charge and spin: 0.0 kJ/mol

```
33
C9H19N3O2, DFT ωB97M-V with the def2-TZVPD basis set
C -1.091 0.271 -0.212
C 0.960 -0.925 0.205
C 1.524 0.502 0.001
C 1.434 -2.012 -0.713
C 1.431 -1.343 1.576
C 1.242 0.947 -1.444
C 2.989 0.753 0.404
C -2.666 2.047 -0.466
C -3.570 -0.274 -0.044
N -0.508 -0.869 0.033
N 0.897 1.439 0.945
N -2.365 0.588 -0.252
O 0.974 2.611 0.732
O -1.158 -2.053 0.586
H 2.515 -2.225 -0.481
H 1.149 -1.791 -1.777
H 0.987 -3.025 -0.466
H 2.373 -1.760 1.545
H 0.797 -2.257 1.867
H 1.333 -0.432 2.176
H 0.762 0.208 -2.031
H 1.951 1.432 -2.123
H 0.286 1.751 -1.353
H 3.191 1.754 0.180
H 3.760 0.179 0.006
H 2.895 0.693 1.553
H -1.829 2.656 -0.198
H -3.008 2.204 -1.495
H -3.459 2.280 0.187
H -3.470 -1.245 -0.433
H -3.890 -0.398 0.979
H -4.414 0.114 -0.441
H -2.023 -1.820 0.956
```

***

Molecular formula: C5H6O
Method: DFT, ωB97M-V with the def2-TZVPD basis set

Highest occupied orbital energy: -8.84 eV
F_max: 0.98 eV Å⁻¹
Orbital gap: 9.68 eV
Multiplicity: 1
SMILES string: CC=C=O.C#C
Total charge: 0
ΔE to the lowest compared entry with this formula, charge and spin: 275.9 kJ/mol

```
12
C5H6O, DFT ωB97M-V with the def2-TZVPD basis set
C 0.349 0.170 1.549
C 1.208 -0.761 0.731
C 1.404 -0.660 -0.563
O 1.603 -0.594 -1.717
C -1.319 0.247 -2.011
C -2.017 0.859 -1.245
H 0.924 0.595 2.379
H -0.510 -0.363 1.974
H -0.036 0.995 0.944
H 1.716 -1.596 1.205
H -0.673 -0.293 -2.670
H -2.649 1.400 -0.576
```

***

Molecular formula: C25H27ClF8N2OS
Method: DFT, ωB97M-V with the def2-TZVPD basis set

Highest occupied orbital energy: -7.67 eV
F_max: 1.01 eV Å⁻¹
Orbital gap: 8.32 eV
Multiplicity: 1
SMILES string: CCCCNc1cc(CC)c2c(c1)Sc1c(Cl)cccc1N2CCOCC(F)(F)C(F)(F)C(F)(F)C(F)F
Total charge: 0

```
65
C25H27ClF8N2OS, DFT ωB97M-V with the def2-TZVPD basis set
C 2.587 -3.116 2.181
C 2.193 -4.062 1.038
C 1.416 -5.294 1.494
C 0.055 -5.051 2.150
N -1.040 -4.749 1.226
C -1.124 -3.469 0.662
C -0.720 -2.306 1.313
C -0.829 -1.040 0.732
C -0.382 0.131 1.557
C -1.551 0.724 2.393
C -1.361 -0.907 -0.557
C -1.785 -2.070 -1.196
C -1.676 -3.326 -0.613
S -2.490 -1.998 -2.821
C -1.625 -0.597 -3.455
C -1.403 -0.474 -4.836
Cl -1.995 -1.709 -5.895
C -0.742 0.634 -5.352
C -0.295 1.622 -4.479
C -0.509 1.500 -3.108
C -1.184 0.397 -2.579
N -1.429 0.389 -1.175
C -2.659 1.155 -0.858
C -2.397 2.653 -0.565
O -1.027 2.918 -0.340
C -0.805 4.277 -0.070
C 0.457 4.474 0.738
F 0.390 3.820 1.905
F 0.529 5.798 1.020
C 1.761 4.105 -0.022
F 1.592 2.982 -0.730
F 1.992 5.104 -0.885
C 3.029 3.940 0.870
F 4.095 4.285 0.115
F 2.981 4.766 1.912
C 3.306 2.501 1.317
F 2.292 2.030 2.051
F 4.414 2.526 2.088
H 2.151 -3.414 3.132
H 2.216 -2.113 1.982
H 3.662 -3.031 2.292
H 1.646 -3.515 0.276
H 3.102 -4.414 0.551
H 1.283 -5.986 0.662
H 2.033 -5.804 2.237
H 0.112 -4.306 2.935
H -0.219 -5.974 2.659
H -1.072 -5.461 0.511
H -0.307 -2.375 2.307
H 0.345 -0.233 2.277
H 0.100 0.879 0.940
H -1.399 0.541 3.452
H -2.477 0.222 2.131
H -1.663 1.787 2.224
H -1.998 -4.197 -1.169
H -0.591 0.702 -6.416
H 0.211 2.483 -4.885
H -0.148 2.284 -2.461
H -3.317 1.118 -1.726
H -3.174 0.672 -0.039
H -2.988 2.935 0.308
H -2.712 3.222 -1.443
H -1.615 4.681 0.542
H -0.753 4.885 -0.976
H 3.506 1.851 0.470
```